{
  "formula": "C2F2O3STb",
  "method": "wB97M-V/def2-TZVPD",
  "spin_multiplicity": 8,
  "energy_ev": -46918.5373,
  "homo_lumo_gap_ha": [0.246, 0.222],
  "e_homo_ev": [-7.29, -7.44],
  "mol_weight_g_mol": 301.01,
  "elements": ["Tb", "S", "O", "C", "F", "F", "O", "C", "O"],
  "coordinates": [[0.341250, 1.528436, 1.152043], [0.489665, -0.135074, -1.447570], [-0.470677, 1.080832, -0.835312], [1.320787, -0.538145, 0.123010], [0.965126, -1.830653, 0.538221], [2.698698, -0.685036, -0.094508], [-2.157730, 0.022197, 1.255943], [-2.791736, 0.035581, 0.263518], [-3.700112, 0.030737, -0.464912]],
  "atomic_forces_ev_per_a": [[-0.339, -0.639, -0.988], [0.156, 0.056, 0.383], [0.037, 0.374, 0.621], [0.185, -0.415, -0.134], [-0.141, 0.247, 0.057], [-0.179, 0.260, -0.010], [0.574, 0.148, -0.972], [-1.985, -0.048, 1.208], [1.693, 0.018, -0.165]],
  "lowdin_charge": [1.458, 0.767, -1.000, -0.861, -0.131, -0.137, 0.074, -0.401, 0.230]
}

{
  "formula": "C5H9Br9N2O4",
  "method": "wB97M-V/def2-TZVPD",
  "relative_energy_ev": 0.000,
  "energy_ev": -646876.8175,
  "homo_lumo_gap_ha": 0.354,
  "e_homo_ev": -9.93,
  "mol_weight_g_mol": 880.27,
  "elements": ["C", "N", "O", "O", "H", "H", "H", "C", "N", "O", "O", "H", "H", "H", "C", "Br", "Br", "Br", "H", "C", "Br", "Br", "Br", "H", "C", "Br", "Br", "Br", "H"],
  "coordinates": [[4.067244, -2.756776, 0.326392], [2.784531, -2.194752, 0.811554], [2.177627, -2.813307, 1.641222], [2.433410, -1.121006, 0.334787], [3.906567, -3.268904, -0.616202], [4.422992, -3.473237, 1.061379], [4.779931, -1.944530, 0.241491], [1.084543, 0.665725, -2.559349], [0.195916, -0.214598, -3.351014], [-0.932684, -0.396433, -2.938114], [0.649853, -0.664658, -4.379102], [1.136264, 1.614063, -3.079834], [2.018206, 0.140640, -2.408513], [0.620795, 0.793453, -1.585304], [-0.605179, -0.180785, 1.789166], [-0.611357, -1.469321, 3.203773], [-1.511242, 1.444274, 2.320688], [-1.377744, -0.884984, 0.193641], [0.417852, 0.102803, 1.600881], [-3.982573, -1.523672, -2.407623], [-3.500062, -3.273085, -2.984001], [-5.174454, -1.573280, -0.906874], [-4.746132, -0.509902, -3.845461], [-3.087189, -1.022767, -2.077225], [-0.979739, 4.799128, 3.872390], [-1.913580, 4.466321, 5.529890], [0.490699, 5.989506, 4.122154], [-2.159243, 5.438411, 2.511277], [-0.605255, 3.831680, 3.577936]],
  "atomic_forces_ev_per_a": [[0.542, -0.267, 0.348], [0.102, 0.629, -0.438], [-0.314, -0.267, 0.306], [0.070, -0.311, 0.085], [-0.147, 0.190, -0.133], [-0.174, 0.003, 0.021], [-0.098, 0.085, -0.245], [-0.383, -0.152, 0.889], [-0.137, 0.044, -0.175], [-0.005, -0.083, -0.172], [-0.046, -0.125, -0.011], [0.341, -0.020, -0.124], [0.287, 0.201, -0.383], [-0.120, 0.101, -0.072], [-0.121, 0.188, 0.298], [-0.015, -0.039, 0.128], [-0.079, 0.043, -0.014], [0.130, -0.069, -0.113], [0.122, -0.167, -0.158], [-0.145, 0.150, 0.053], [0.148, -0.317, -0.055], [-0.119, -0.033, 0.194], [0.036, 0.136, -0.100], [0.091, 0.100, -0.135], [-0.187, -0.156, 0.334], [-0.032, 0.067, -0.011], [0.236, 0.083, 0.039], [-0.141, -0.039, -0.152], [0.156, 0.026, -0.202]],
  "nbo_charge": [-0.488, 0.538, -0.339, -0.419, 0.242, 0.234, 0.235, -0.486, 0.541, -0.397, -0.366, 0.238, 0.237, 0.232, -0.500, 0.106, 0.060, 0.102, 0.231, -0.507, 0.098, 0.087, 0.091, 0.230, -0.511, 0.083, 0.099, 0.099, 0.229]
}